Entry 1:
13
Properties=species:S:1:pos:R:3:forces:R:3:mulliken_charge:R:1 method="wB97M-V/def2-TZVPD" molar_mass_g_mol=76.10 e_lumo_ev=0.7683 energy_ha=-265.69221 homo_ev=-9.6 fmax_ha_per_bohr=0.0851
C -0.2861 1.7010 -0.9886 0.62 0.97 0.58 -0.7174
N 0.1556 0.8133 0.1439 -0.88 0.89 -0.79 -0.3427
C 0.2877 -0.4219 -0.0236 -2.06 -3.52 -1.60 0.2829
N 0.1532 -1.2191 -1.2365 -0.39 3.03 1.81 -0.3711
H 0.2500 2.6803 -1.0055 0.14 -0.94 0.31 0.2537
H -1.3176 2.0568 -0.8259 0.19 -0.69 0.27 0.2474
H -0.2400 1.3444 -2.0195 0.16 -0.46 0.12 0.2220
H 0.0450 -1.2201 0.7706 1.47 1.69 -0.59 0.0260
H -0.0304 -0.6857 -2.0574 0.26 -0.19 -0.66 0.1551
H 0.5246 -2.1276 -1.3036 0.42 -0.78 0.04 0.2036
O 0.3028 -1.1838 3.2319 -1.13 0.86 -3.15 -0.6610
H 0.0201 -0.2451 3.0482 0.53 -1.01 0.82 0.3447
H 0.1351 -1.4925 2.2657 0.66 0.16 2.85 0.3568

=====

Entry 2:
12
Properties=species:S:1:pos:R:3:forces:R:3:mulliken_charge:R:1 method="wB97M-V/def2-TZVPD" molar_mass_g_mol=108.10 smiles=C#CC#[N+][O-].CC#N e_lumo_ev=0.3816 energy_ha=-377.46987 homo_ev=-9.6 fmax_ha_per_bohr=0.0500
C -0.2018 -2.5853 0.8157 1.03 1.51 -0.79 0.1313
C 0.4656 -1.6898 0.3776 -0.52 -0.56 0.42 -0.1755
C 1.2061 -0.7012 -0.1725 2.33 0.53 -0.80 -0.3502
N 2.2046 -0.2756 -0.6295 -2.31 -0.55 0.89 0.5520
O 3.0933 0.3235 -1.1146 1.09 0.55 -0.52 -0.6305
H -0.8313 -3.3818 0.7917 -1.38 -1.83 0.62 0.4472
C -1.2437 1.3994 -0.4152 0.07 -0.37 -0.56 -0.9919
C -0.5035 1.2151 0.7637 0.89 0.63 1.19 0.4000
N 0.0226 1.1908 1.7773 0.35 -0.20 0.63 -0.3854
H -0.6895 1.3534 -1.3112 0.97 -1.42 -1.05 0.3450
H -2.0709 0.7435 -0.3373 -1.10 -0.35 -0.65 0.2721
H -1.4515 2.4080 -0.5456 -1.41 2.06 0.61 0.3859

=====

Entry 3:
15
Properties=species:S:1:pos:R:3:forces:R:3:mulliken_charge:R:1 method="wB97M-V/def2-TZVPD" molar_mass_g_mol=162.24 e_lumo_ev="-2.1055 / -2.1702" energy_ha=-1140.89821 homo_ev="-9.2 / -9.0" fmax_ha_per_bohr=0.0529
C -0.8420 0.7030 -0.1073 0.01 0.58 0.13 0.8628
C 0.8020 -1.2414 -0.3360 -0.01 -0.35 -0.28 0.5320
C 0.5424 0.2149 -0.1281 -1.97 0.46 -1.11 0.4062
C -1.0126 2.1964 -0.2835 -0.36 -0.08 0.06 -1.5309
C -0.0294 -2.1888 0.4609 0.05 -0.42 -0.11 -1.1963
O -1.7984 -0.0280 0.0605 -0.09 -0.05 -0.06 -0.5586
O 1.5918 -1.5793 -1.1886 -0.19 -0.18 0.04 -0.5279
S 1.7975 1.3149 -0.2639 -0.10 -0.34 0.15 0.0483
S 2.8725 0.1703 0.8432 2.49 0.20 1.09 -0.1797
H -0.4278 2.7482 0.4482 0.02 0.08 0.03 0.4341
H -2.0642 2.4435 -0.1639 -0.01 0.00 -0.03 0.3364
H -0.6900 2.4903 -1.2810 0.07 0.09 -0.09 0.3939
H -0.0766 -1.8835 1.5029 -0.03 0.06 0.09 0.3058
H 0.3804 -3.1911 0.3691 0.07 -0.02 0.01 0.3670
H -1.0456 -2.1695 0.0675 0.04 -0.02 0.07 0.3070

=====

Entry 4:
69
Properties=species:S:1:pos:R:3:forces:R:3:mulliken_charge:R:1 method="wB97M-V/def2-TZVPD" molar_mass_g_mol=470.49 smiles="NC(N)=O.NC(N)=O.NC(N)=O.NC(N)=O.NC(N)=O.NC(N)=O.CCO.CO.CO" e_lumo_ev=-0.2511 energy_ha=-1737.96819 homo_ev=-8.8 fmax_ha_per_bohr=0.1817
N -0.8091 1.7138 -0.3656 -0.17 4.62 4.11 0.0458
C -0.8129 0.9217 -1.3498 2.15 -2.12 -8.59 0.3391
N -1.1389 -0.3145 -1.0623 -0.65 -2.08 -1.77 0.9193
O -0.3516 1.2954 -2.5992 -2.23 -1.24 5.39 -0.8924
H -0.7139 2.6748 -0.6392 -0.01 0.57 -0.02 0.3914
H -1.2162 1.5473 0.5755 -0.28 -0.20 -0.82 -0.1008
H -1.1819 -0.6542 -0.1338 -0.45 0.57 0.86 -0.6533
H -1.1422 -1.1028 -1.7187 0.29 0.50 -0.77 0.3655
N 0.4593 -0.7222 -4.1902 2.96 6.03 -3.05 -0.3982
C 0.0061 -1.8727 -4.0934 -5.91 -5.38 4.85 0.5363
N 0.7074 -2.7238 -4.7474 0.82 -4.10 -2.39 -0.3968
O -0.9832 -2.2429 -3.2996 2.70 1.38 -2.28 -0.8126
H 0.0168 -0.0283 -3.6193 -0.52 1.82 0.13 0.3065
H 1.0300 -0.5507 -5.0847 -1.27 0.38 2.37 0.2382
H 0.5003 -3.6753 -4.8245 -1.10 -1.29 0.41 0.2343
H 1.6195 -2.6017 -5.0454 1.93 1.15 -0.44 0.1546
N -2.7630 -2.1858 2.1217 -3.27 0.32 1.44 -0.3578
C -1.6829 -2.2033 1.3779 1.21 -6.20 -4.41 0.3234
N -0.8111 -1.2136 1.4781 0.00 0.88 1.48 -0.0769
O -1.4761 -3.2459 0.5266 -0.73 4.65 3.32 -0.7177
H -3.4752 -2.9391 1.8685 1.53 1.70 0.56 0.2943
H -3.0746 -1.2287 2.5460 0.64 -3.03 -1.40 0.5534
H -0.0152 -1.2785 0.8505 0.97 -0.13 0.50 0.3932
H -0.9097 -0.5841 2.2809 0.53 -0.33 -0.82 0.0512
N 1.8962 1.6862 -0.1227 -2.42 -3.81 3.22 -0.0118
C 2.5190 2.6930 -0.6477 -2.46 5.56 -2.31 0.7096
N 3.8338 2.6057 -0.5342 6.28 0.33 1.67 -0.4535
O 1.9304 3.6745 -1.2492 1.96 -3.35 1.86 -0.7131
H 0.8147 1.7215 -0.1166 1.93 -0.19 0.19 -0.3330
H 2.3967 0.9373 0.4824 -1.24 1.91 -1.51 0.2757
H 4.4801 3.2171 -1.0400 -1.09 0.06 0.10 0.2138
H 4.4359 2.1025 0.2264 -2.34 1.43 -1.39 0.4378
N -1.8932 0.4803 4.0322 4.56 2.88 3.20 -0.3190
C -2.7192 0.8512 3.0587 5.23 3.01 -6.85 -0.1243
N -3.7103 0.1015 3.1471 -9.02 -2.13 -0.87 -0.2721
O -2.3769 1.4014 1.8595 -1.25 -1.34 5.95 -0.7339
H -0.9537 1.0005 3.9264 -1.54 -1.31 0.77 0.0243
H -2.2384 0.3953 5.0453 0.73 0.24 -2.32 0.2763
H -4.5205 0.1031 2.4923 1.08 0.42 0.62 0.3542
H -3.8349 -0.3786 4.0094 -0.54 -0.34 0.43 0.2648
N 2.2839 -0.1650 -2.1409 -1.95 -0.41 -1.31 0.0277
C 3.5849 -0.3901 -2.2823 1.18 -5.03 -7.58 0.2920
N 4.3169 0.1032 -1.3543 4.12 1.97 2.60 -0.2765
O 4.1415 -1.1606 -3.3743 -3.08 3.83 5.67 -0.7690
H 1.6401 -0.4902 -2.9024 1.08 0.55 0.89 -0.0460
H 1.9437 0.5855 -1.5185 0.37 -0.49 -0.97 0.2033
H 5.3391 0.0275 -1.5569 -1.35 0.03 0.30 0.3079
H 4.0208 1.0253 -0.9090 0.67 -2.06 -1.38 0.1864
C 0.2689 3.4257 3.7338 -1.49 2.36 1.72 -1.4616
C 0.9056 2.4480 2.8477 1.89 1.29 -0.65 0.6993
O 0.8471 1.1797 3.4474 0.15 -0.60 0.27 -0.6740
H -0.8189 3.3582 3.7216 -0.17 -0.44 0.14 0.2577
H 0.3849 4.5108 3.5540 0.46 -0.55 -0.99 0.3853
H 0.5895 3.4434 4.7787 0.14 -0.86 0.01 0.3582
H 1.9501 2.8167 2.6548 -0.58 -0.78 0.16 0.3851
H 0.4029 2.4626 1.8997 -0.26 -0.16 -0.52 -0.1981
H 1.5518 0.6055 3.1324 -0.11 -0.01 -0.05 0.2794
C 1.4867 -2.9101 -0.5177 1.37 -2.39 2.13 -0.7997
O 1.3840 -1.6119 -0.0233 0.48 1.43 -0.09 -0.6539
H 0.8234 -3.1212 -1.2963 -1.26 -0.07 -1.39 0.2131
H 1.1622 -3.5982 0.3457 0.77 0.83 -1.38 0.2566
H 2.5317 -3.1396 -0.8775 -0.87 0.17 0.56 0.3539
H 1.7136 -1.0360 -0.7531 -0.27 -0.37 0.35 0.5033
C -4.2456 -1.6213 -0.9804 0.03 2.21 -0.65 -0.6499
O -4.0253 -0.1628 -0.7144 0.34 -1.98 -0.34 -0.6090
H -4.9246 -2.0575 -0.2773 -0.39 0.07 0.59 0.2714
H -3.3229 -2.1472 -0.9806 0.91 -0.52 0.31 0.2071
H -4.6495 -1.7223 -1.9782 -0.33 -0.04 -0.26 0.2922
H -3.1280 -0.0355 -1.1005 -0.88 0.15 0.49 0.3222

=====

Entry 5:
97
Properties=species:S:1:pos:R:3:forces:R:3:mulliken_charge:R:1 method="wB97M-V/def2-TZVPD" molar_mass_g_mol=1085.84 e_lumo_ev=3.4173 charge=-2 energy_ha=-5993.45209 homo_ev=-3.1 fmax_ha_per_bohr=0.0488
Cs 0.2186 -0.0659 0.8581 -1.39 1.21 0.24 1.5393
C -0.2969 2.5273 -2.0560 0.02 -0.03 -0.02 -0.4324
C -0.0113 1.5231 -3.1625 0.01 -0.01 0.00 -1.1452
N 0.8650 0.4424 -2.7163 -0.02 0.03 0.06 0.2646
C 0.8012 -0.7475 -3.5343 -0.03 -0.02 -0.01 0.3008
C -0.3427 -1.6653 -3.1394 0.00 -0.03 -0.01 0.2990
C -0.2828 -3.0305 -3.4064 -0.07 0.01 0.00 -0.2815
C -1.3298 -3.8302 -2.9869 -0.01 0.02 -0.02 -0.9028
C -2.3927 -3.2514 -2.3091 0.02 -0.01 0.00 -0.5424
C -2.3670 -1.8811 -2.0837 -0.01 -0.01 -0.01 0.5049
C -3.4659 -1.1711 -1.3184 0.03 0.00 -0.02 -1.3691
N -2.9455 -0.2819 -0.3072 -0.13 -0.01 0.08 0.7106
C -3.3568 1.1063 -0.3630 0.06 0.01 -0.06 -0.2790
C -2.5641 1.9198 -1.3804 0.01 -0.05 -0.04 -1.1837
N -1.1564 1.9724 -1.0256 -0.03 0.15 0.11 1.1268
N -1.3702 -1.1122 -2.5128 -0.02 0.01 0.01 0.1471
H 0.6489 2.8070 -1.5874 -0.02 0.02 0.01 -0.1740
H -0.7154 3.4465 -2.4975 -0.01 -0.02 -0.02 0.3363
H -0.9451 1.0679 -3.4892 0.01 0.01 -0.01 0.4711
H 0.4137 2.0535 -4.0312 0.02 0.00 0.00 0.4252
H 1.8194 0.7680 -2.6262 0.00 -0.04 -0.01 0.2258
H 0.7182 -0.5242 -4.6139 -0.01 0.01 -0.01 0.2449
H 1.7275 -1.3099 -3.4128 -0.08 0.03 -0.01 -1.0630
H 0.5880 -3.4600 -3.8858 -0.07 0.00 0.01 0.2675
H -1.2977 -4.9015 -3.1481 0.00 0.00 0.01 0.3661
H -3.2054 -3.8519 -1.9186 0.00 0.00 0.00 0.5421
H -4.0543 -0.5924 -2.0414 0.00 0.00 0.00 0.3954
H -4.1379 -1.9269 -0.8931 0.00 0.00 0.00 0.3364
H -2.9849 -0.6998 0.6135 0.00 0.04 0.00 -0.1132
H -4.4317 1.2191 -0.5873 0.00 0.01 0.00 0.2547
H -3.1947 1.5483 0.6186 0.00 0.01 0.02 -0.5498
H -2.6577 1.4385 -2.3592 0.01 -0.01 0.00 0.4353
H -3.0095 2.9238 -1.4550 -0.01 -0.01 -0.01 0.5524
H -1.0503 2.5315 -0.1829 -0.05 0.11 -0.07 -0.2498
N 1.4502 -3.8588 -0.7385 0.49 -0.10 -0.31 -0.3470
C 2.7011 -3.2548 -1.1611 -0.07 -0.26 -0.01 2.4975
C 3.4288 -4.1284 -2.2227 0.00 0.05 0.01 -1.6924
C 3.6113 -3.4503 -3.5751 0.04 0.01 0.03 -0.2609
C 4.3151 -2.0826 -3.4967 0.05 -0.05 -0.04 -0.4914
N 5.3174 -1.9278 -2.4597 0.01 0.00 0.01 -0.2510
C 5.0259 -1.2921 -1.2055 -0.13 -0.08 0.00 0.3970
N 3.9255 -0.3764 -1.3051 0.08 0.13 0.03 0.1426
N 6.1987 -0.6151 -0.7428 -0.04 0.07 -0.07 -0.6504
C 3.6853 -3.0993 -0.0031 -0.06 -0.03 -0.03 0.0790
O 4.7594 -2.3095 -0.1371 0.20 -0.07 -0.05 -0.2948
O 3.5796 -3.7610 0.9989 0.05 0.00 0.05 -0.6955
H 0.8360 -3.1631 -0.3092 -0.08 -0.25 -0.06 0.0048
H 1.6655 -4.5231 -0.0003 0.01 0.01 0.02 0.3772
H 2.4771 -2.2813 -1.5952 -0.03 -0.02 -0.06 -0.9877
H 2.8360 -5.0366 -2.3378 -0.03 0.01 0.00 0.4660
H 4.4078 -4.4396 -1.8470 0.00 -0.02 0.00 0.4681
H 2.6348 -3.3067 -4.0498 0.11 -0.01 -0.01 0.0199
H 4.1753 -4.1210 -4.2318 0.01 -0.01 0.01 0.4467
H 3.5930 -1.2887 -3.3286 0.09 -0.01 0.01 -0.1170
H 4.7758 -1.8674 -4.4661 0.01 -0.02 -0.01 0.4402
H 5.9382 -2.7142 -2.3407 -0.03 -0.03 -0.02 0.3534
H 3.1450 -0.6483 -0.7236 0.03 0.22 0.13 -0.2084
H 4.2267 0.5482 -1.0201 -0.02 -0.05 0.04 0.2870
H 7.0252 -1.1767 -0.9041 -0.03 0.02 -0.04 0.2620
H 6.1181 -0.4383 0.2536 -0.01 0.00 0.04 0.0628
Cl 7.2373 4.2182 1.7136 0.01 0.01 0.00 -0.2574
C 5.7187 3.4068 1.5227 -0.01 0.00 -0.01 0.1285
C 5.5800 2.0660 1.8665 -0.02 -0.01 0.00 0.3447
Cl 6.9448 1.2031 2.5017 0.00 -0.01 0.00 -0.2142
C 4.3709 1.4121 1.6977 0.01 -0.01 0.02 0.5541
Cl 4.1817 -0.2434 2.1673 -0.01 0.06 0.06 -0.0695
C 3.2166 2.0445 1.1421 0.08 0.01 0.00 -1.8944
O 2.1386 1.4175 0.9369 2.05 1.44 -0.01 -0.4856
C 3.3928 3.4338 0.8426 0.01 -0.01 0.00 0.5295
Cl 2.0067 4.2795 0.2710 0.00 0.00 -0.01 -0.1120
C 4.6020 4.0807 1.0208 0.01 -0.01 0.01 0.2763
Cl 4.7453 5.7581 0.6151 0.00 0.01 0.00 -0.2252
C -2.3478 -1.1550 4.8716 -0.02 0.01 0.03 -0.7388
N -2.3226 0.2028 4.3713 0.06 0.00 -0.08 0.2854
C -3.1643 0.6985 3.3817 -0.01 -0.02 0.04 -0.6061
C -2.7932 1.9689 3.1361 0.00 -0.04 0.02 -0.6409
N -1.7305 2.2326 3.9769 0.03 -0.02 -0.08 0.1270
C -1.4268 1.1548 4.7422 -0.02 0.02 0.01 -0.0164
S -0.2127 1.0410 5.9050 0.00 -0.01 0.00 -0.5161
H -3.1695 -1.2853 5.5794 0.00 0.00 0.00 0.2803
H -1.4079 -1.3342 5.3876 0.01 0.00 0.00 0.2666
H -2.4559 -1.8368 4.0296 -0.01 0.00 0.00 0.1904
H -3.9301 0.0887 2.9365 0.02 -0.03 0.00 0.5276
H -3.1622 2.7079 2.4464 0.00 0.00 0.00 0.6110
H -1.1485 3.0524 3.9073 -0.02 0.02 0.03 0.2765
Cl -3.3316 -4.9887 0.9239 0.01 0.02 0.02 -0.2663
C -1.6391 -4.3945 0.8367 -0.02 0.03 0.01 -0.3738
C -1.4634 -2.8902 1.1277 -0.30 -0.15 0.09 0.0635
O -2.2991 -2.3035 1.8373 0.18 -0.10 -0.21 -0.7316
O -0.4171 -2.4154 0.6175 -0.98 -2.19 0.14 -0.6393
H -1.2665 -4.6210 -0.1568 0.02 0.01 -0.01 0.1094
H -1.0718 -4.9581 1.5753 0.02 0.00 0.00 0.4542
O -2.0145 6.1920 1.7299 -0.01 0.00 0.02 -0.7594
Cl -2.0300 4.9557 0.9956 -0.02 -0.03 0.00 1.7895
O -1.5593 5.1654 -0.3495 0.00 0.02 -0.03 -0.6599
O -3.3794 4.4217 0.9605 -0.04 0.00 0.00 -0.7106
O -1.1728 3.9827 1.6532 0.04 0.02 0.04 -0.6652